# C30H34BrF3N4O4P2SZr

A structure of composition C30H34BrF3N4O4P2SZr (ωB97M-V/def2-TZVPD, OMol25).

Each line ends with the natural charge from an NBO analysis.
CARTESIAN COORDINATES (ANGSTROEM)
1 C 1.3343 -3.4255 0.7534  -0.742
2 C 3.9431 -2.1389 0.8658  -0.943
3 H 0.0284 5.1964 -1.1520  0.257
4 H -0.2602 -3.3712 2.2267  0.245
5 H -2.1566 0.5446 -0.0101  0.547
6 C 2.7670 1.3488 2.0353  0.123
7 H -3.0182 -2.5420 1.4862  0.267
8 F 5.1563 3.0860 2.0009  -0.305
9 C -4.7333 -1.6981 -3.2936  -0.178
10 C -0.1411 -3.3672 1.1416  -0.703
11 N -3.5451 0.4820 -2.8597  -0.392
12 C -4.3289 -0.6223 -2.5101  0.043
13 F 5.6734 1.0347 2.4651  -0.309
14 C -2.3798 -1.6623 1.5773  -0.936
15 C 3.5453 1.7859 3.1142  -0.215
16 H -5.8476 -3.5185 -3.2675  0.238
17 P 2.1744 -1.8611 1.1991  0.971
18 H 1.1223 1.7329 5.4828  0.259
19 H 1.4916 0.4212 -4.5369  0.277
20 H -2.3765 -2.9859 -1.0655  0.267
21 H -1.8997 -1.3880 -1.6751  0.255
22 H 2.7234 -1.1143 3.4336  0.249
23 H 3.5470 2.2593 5.1921  0.266
24 O -1.3366 1.0803 0.0482  -0.772
25 H 1.9615 4.2153 -0.0630  0.213
26 C 2.9538 1.9174 4.3543  -0.069
27 C 2.0923 -1.9028 3.0226  -0.955
28 C -5.5028 -2.6737 -2.6871  -0.208
29 C 2.1814 0.2715 -3.7055  -0.506
30 C -1.5728 2.2659 -0.6737  0.279
31 Zr 0.8520 0.3715 0.1071  1.872
32 C 2.8637 -1.0978 -3.6871  -0.524
33 C 1.6018 1.6186 4.5218  -0.262
34 H -4.4632 -1.7514 -4.3395  0.242
35 C 0.8962 1.1724 3.4350  0.078
36 H -6.4868 -3.3604 -0.9059  0.236
37 C -1.7534 4.5432 -2.1512  -0.070
38 H -4.4789 1.1727 0.0469  0.432
39 H -0.7382 -2.7167 -1.7139  0.264
40 O 2.8276 -2.7694 -1.9112  -0.537
41 H 2.8733 1.1148 -3.7044  0.271
42 C 2.4649 -1.7202 -2.3582  0.715
43 N 1.4688 1.0249 2.2283  -0.649
44 Br -1.8759 6.1257 -3.1583  0.149
45 O 0.7342 1.1942 -1.9102  -0.726
46 H 4.5281 -1.8050 1.7226  0.258
47 S 3.2743 1.1937 0.3775  -0.139
48 H 1.8390 -4.2507 1.2594  0.259
49 F 5.5736 2.5117 4.0434  -0.299
50 H -2.9812 -0.7885 1.3346  0.239
51 O 0.4091 2.8758 0.3329  -0.539
52 C -4.6843 -0.5554 -1.1621  0.153
53 C -0.7039 4.4084 -1.2455  -0.267
54 H -5.7590 -1.4515 0.4952  0.229
55 N 1.5514 -0.8532 -1.6958  -0.763
56 C -1.5531 -2.2737 -1.1393  -0.944
57 H -3.4660 3.6471 -3.0867  0.262
58 H 1.4666 -3.5705 -0.3184  0.279
59 H -2.0502 -1.5747 2.6137  0.252
60 H 3.9501 -1.0443 -3.7359  0.271
61 C -0.6155 3.2411 -0.5166  0.264
62 H -0.1549 0.9195 3.5056  0.218
63 C -2.5908 2.3698 -1.5996  -0.119
64 C -5.8665 -2.5854 -1.3358  -0.185
65 C -3.4498 1.1882 -1.7867  0.356
66 C -5.4621 -1.5240 -0.5436  -0.269
67 C 5.0070 2.1113 2.9058  0.981
68 H 0.6763 4.8042 1.0412  0.214
69 H 2.4609 -2.8621 3.3886  0.259
70 C -2.6831 3.5374 -2.3497  -0.186
71 H -0.6886 -4.2294 0.7561  0.266
72 H 2.5408 -1.7561 -4.4927  0.270
73 H 4.2650 -1.5820 -0.0084  0.263
74 H 1.8469 3.5979 1.5992  0.206
75 N -4.0531 0.5961 -0.6674  -0.635
76 H 1.0752 -1.7541 3.3856  0.235
77 C 1.4249 0.2539 -2.4207  0.713
78 C 1.2823 3.9505 0.7447  -0.245
79 H 4.1249 -3.1992 0.6947  0.265
80 P -0.9169 -1.8392 0.5056  0.864

Calculated values
- net charge = +2
- E_HOMO (eV) = -13.614
- HOMO-LUMO gap (eV) = 7.3417